{"formula": "C13H33N3O9S", "method": "ωB97M-V with the def2-TZVPD basis set", "total_charge": 0, "energy_ev": -47748.1774, "mol_weight_g_mol": 407.5, "smiles": "COCCCC[C@H]1C[C@H](CCSc2nnco2)NC1=O.O.O.O.O.O.O", "multiplicity": 1, "homo_lumo_gap_ev": 9.9, "elements": ["H", "N", "C", "H", "H", "O", "H", "C", "H", "C", "N", "C", "H", "H", "H", "H", "C", "H", "H", "H", "C", "C", "H", "H", "H", "H", "H", "O", "O", "C", "H", "H", "C", "C", "O", "H", "H", "H", "H", "O", "H", "H", "H", "O", "O", "O", "H", "C", "N", "H", "S", "C", "C", "H", "H", "H", "H", "H", "O"], "xyz": [[-0.229, 3.966, -4.130], [-2.074, 0.163, -2.014], [-2.276, 1.073, -2.904], [-4.941, -1.881, -5.134], [-0.460, 2.584, -0.691], [3.107, -1.495, 3.243], [0.206, -2.020, -0.032], [-0.416, 3.435, -3.198], [1.072, 1.187, -1.859], [1.749, -0.496, 0.009], [1.991, 3.344, -2.698], [0.359, -1.028, 0.390], [0.867, 3.620, -0.052], [-0.857, -1.082, -4.684], [0.737, 4.874, -2.017], [3.696, -2.255, 3.306], [-1.300, -0.529, -3.875], [2.226, -1.891, 3.288], [1.529, -4.915, 0.653], [-1.930, -2.317, 2.456], [1.497, 1.807, -1.063], [2.624, 2.548, -1.758], [1.175, 1.349, 0.993], [-3.944, -1.235, -4.182], [-0.291, 2.375, -3.383], [-2.392, -1.519, 5.108], [2.602, 4.033, -3.113], [-1.813, 0.693, -4.130], [0.161, -2.437, 2.405], [-1.122, -3.038, 2.523], [-2.188, 4.652, -3.282], [-5.189, -2.374, 2.644], [-1.808, 3.825, -2.685], [0.676, 3.801, -2.192], [-4.343, -2.055, 2.314], [-0.383, -0.341, -0.022], [1.072, -4.236, 1.936], [2.870, 1.278, 0.472], [-0.755, -0.570, 2.209], [1.346, -5.091, 1.580], [5.794, -0.619, 5.798], [-1.183, -3.525, 3.497], [-4.554, -1.618, 1.483], [-1.531, -1.091, 5.083], [5.132, -1.291, 5.612], [-4.600, -1.937, -4.237], [0.974, -0.596, 2.404], [0.145, -1.106, 1.911], [-1.437, -0.883, -2.649], [2.489, -0.962, 0.660], [-3.131, 2.573, -2.744], [0.533, 2.991, -0.875], [1.846, 1.028, 0.195], [-0.899, -1.809, 5.187], [1.947, -0.758, -1.029], [4.852, -1.116, 4.707], [-1.280, -3.809, 1.766], [-1.743, 4.192, -1.662], [3.798, 2.532, -1.537]], "atomic_forces_ev_per_a": [[0.066, -0.190, -0.160], [-0.058, 0.247, 0.187], [0.000, 0.100, 0.029], [-0.031, -0.012, 0.010], [-0.215, 0.391, 0.083], [0.119, -0.214, 0.009], [-0.182, -0.006, -0.091], [0.034, 0.579, 0.232], [-0.087, -0.354, 0.210], [-0.390, 0.039, 0.438], [0.172, 0.678, 0.102], [0.097, 0.337, 0.161], [-0.125, -0.156, 0.267], [0.055, 0.000, -0.024], [-0.280, 0.099, 0.074], [-0.049, -0.055, -0.088], [-0.070, 0.053, 0.053], [-0.013, 0.013, 0.039], [0.008, -0.007, -0.001], [0.039, 0.144, -0.002], [-0.068, 0.545, 0.101], [-0.842, -0.079, -0.085], [0.104, -0.028, 0.191], [-0.009, -0.009, 0.054], [-0.133, -0.149, -0.133], [-0.016, 0.027, -0.059], [-0.084, 0.042, -0.050], [0.029, -0.169, -0.134], [-0.138, 0.001, 0.273], [-0.174, -0.327, 0.084], [-0.130, -0.026, -0.014], [0.001, -0.010, -0.008], [0.302, 0.239, -0.112], [0.222, -0.856, -0.190], [-0.068, 0.010, 0.032], [-0.149, -0.239, -0.225], [0.015, 0.152, -0.058], [-0.018, 0.176, 0.113], [-0.208, -0.293, 0.154], [0.028, -0.032, 0.026], [0.011, -0.016, 0.020], [0.014, -0.051, 0.025], [0.046, 0.005, -0.015], [-0.008, 0.012, 0.048], [0.124, -0.029, -0.066], [0.009, 0.015, -0.062], [-0.016, 0.086, 0.037], [0.518, 0.448, -0.393], [0.177, -0.303, -0.122], [0.113, -0.197, -0.171], [-0.264, 0.009, -0.003], [0.184, -0.140, -0.384], [0.204, -0.265, -0.450], [0.041, 0.034, -0.009], [0.269, -0.011, -0.033], [-0.213, 0.140, 0.106], [0.114, 0.047, -0.131], [-0.050, -0.153, 0.098], [0.972, -0.294, 0.014]]}


{"formula": "C13H34FNO5Zr", "method": "ωB97M-V with the def2-TZVPD basis set", "total_charge": 2, "energy_ev": -29738.2997, "mol_weight_g_mol": 394.6, "e_above_lowest_ev": 1.447, "multiplicity": 1, "homo_lumo_gap_ev": 4.9, "elements": ["H", "C", "H", "C", "C", "H", "H", "H", "H", "H", "C", "H", "Zr", "H", "C", "O", "H", "H", "F", "H", "C", "H", "C", "C", "H", "C", "O", "H", "C", "H", "H", "C", "H", "H", "H", "H", "H", "H", "H", "H", "C", "H", "N", "C", "H", "H", "H", "O", "H", "H", "O", "H", "H", "H", "O"], "xyz": [[-14.368, -14.388, 9.462], [-15.073, -9.945, 9.790], [-18.260, -18.333, 11.742], [-18.375, -15.570, 11.072], [-16.740, -18.241, 13.242], [-16.745, -18.417, 14.318], [-19.313, -10.814, 9.376], [-18.611, -19.064, 13.201], [-18.437, -16.456, 10.439], [-15.884, -14.206, 8.622], [-15.117, -13.654, 9.165], [-19.363, -15.109, 11.055], [-14.998, -12.398, 12.432], [-16.421, -19.187, 12.804], [-15.476, -17.300, 11.277], [-15.781, -12.911, 10.197], [-13.669, -16.742, 13.270], [-15.745, -13.341, 15.296], [-16.869, -11.440, 12.165], [-14.480, -13.045, 8.524], [-18.156, -18.153, 12.812], [-16.492, -12.503, 9.697], [-16.989, -11.880, 15.308], [-15.816, -17.044, 12.726], [-18.250, -13.419, 13.175], [-18.703, -16.827, 13.196], [-17.836, -12.139, 8.588], [-16.274, -17.156, 10.549], [-14.590, -17.166, 13.669], [-17.884, -14.761, 10.531], [-16.566, -10.971, 15.734], [-18.904, -11.814, 9.515], [-14.688, -16.579, 11.061], [-18.412, -14.636, 14.423], [-19.683, -16.828, 12.718], [-18.677, -12.112, 10.539], [-19.771, -12.428, 9.269], [-17.297, -12.528, 16.129], [-16.150, -9.846, 9.926], [-14.776, -8.901, 9.695], [-17.940, -15.607, 12.568], [-15.103, -18.320, 11.189], [-16.513, -15.764, 12.913], [-18.579, -14.441, 13.363], [-14.813, -10.452, 8.861], [-17.861, -11.511, 14.768], [-13.688, -10.057, 11.014], [-15.673, -14.597, 12.483], [-18.075, -11.955, 7.677], [-14.612, -16.670, 14.639], [-16.043, -12.713, 14.634], [-14.387, -18.236, 13.724], [-19.028, -16.707, 14.229], [-19.668, -14.446, 13.338], [-14.481, -10.584, 10.895]], "atomic_forces_ev_per_a": [[-0.429, -0.167, 1.159], [-1.803, 1.034, -1.862], [0.160, 0.379, -0.281], [-0.071, 1.752, -0.059], [0.204, 0.037, -0.554], [0.453, 0.595, 0.149], [0.711, 0.322, 0.417], [-0.722, 0.449, 0.492], [0.396, -0.171, 0.529], [0.164, 0.218, -0.219], [0.787, -0.894, -0.733], [-0.445, -0.502, 0.338], [-8.353, -3.795, -2.235], [0.966, 0.187, 0.025], [0.792, 0.242, -0.151], [1.896, -0.389, 1.153], [0.022, 0.113, -0.644], [0.275, -0.450, -0.263], [3.641, -1.652, 0.922], [-0.648, 0.613, -0.268], [0.339, -0.678, -0.281], [-1.199, 0.934, -0.242], [-0.845, 0.617, 1.802], [-0.567, -1.228, 1.522], [0.190, -0.113, -0.459], [-1.776, -0.181, -0.815], [0.355, 0.164, 1.331], [-0.167, -0.032, 0.353], [0.882, 0.384, -1.081], [0.869, -0.227, -0.145], [0.584, -0.188, -0.030], [-1.372, -0.764, -1.200], [0.196, -0.193, -0.489], [0.435, 0.054, 0.095], [-0.221, 0.573, -0.205], [0.631, 0.518, -0.177], [-0.041, -0.321, -0.111], [-0.561, 0.488, 0.110], [-0.002, -0.652, 0.034], [0.564, -0.098, 0.307], [-1.461, -0.661, 0.433], [0.188, 0.147, -0.175], [0.669, 2.298, -0.247], [0.336, 0.235, 0.544], [-0.166, -0.126, 0.145], [0.282, -0.820, -0.770], [0.519, -0.069, 0.449], [0.731, 2.168, 0.902], [-0.218, 0.067, 0.024], [-0.930, -0.441, 0.159], [1.201, 0.987, -2.032], [0.066, 0.107, 0.521], [0.982, -0.014, 0.344], [-0.001, -0.161, -0.664], [1.512, -0.694, 2.134]]}


{"formula": "C13H35B2IN2O16P3S", "method": "ωB97M-V with the def2-TZVPD basis set", "total_charge": -1, "energy_ev": -97952.4639, "mol_weight_g_mol": 748.9, "multiplicity": 1, "homo_lumo_gap_ev": 6.2, "elements": ["B", "H", "C", "H", "H", "O", "H", "B", "O", "C", "O", "H", "O", "O", "H", "H", "H", "H", "O", "H", "C", "H", "H", "H", "O", "H", "O", "C", "O", "C", "O", "O", "P", "H", "C", "H", "H", "H", "H", "H", "C", "S", "H", "C", "H", "O", "O", "P", "C", "N", "H", "H", "H", "H", "H", "N", "C", "C", "I", "H", "C", "O", "H", "H", "P", "C", "H", "H", "O", "H", "H", "O", "H"], "xyz": [[-1.030, -3.026, -2.915], [-1.797, -3.374, 3.585], [-1.127, 1.605, 3.640], [-3.522, 0.359, 6.466], [3.170, -2.762, -3.292], [-1.071, 0.191, 3.530], [3.946, 0.922, -0.346], [1.090, -2.000, -1.896], [7.089, 3.305, -0.615], [-7.561, 0.352, 2.129], [-1.098, -0.206, 5.939], [-2.388, 2.840, 0.086], [-4.936, -0.497, 1.310], [-6.383, 1.113, 2.375], [-3.446, -2.701, 3.496], [-4.792, -0.599, 5.659], [-5.297, 1.427, -1.851], [4.997, 0.718, -1.745], [-3.222, -0.022, 4.441], [-0.708, -0.839, -2.664], [-0.150, -1.736, -2.934], [2.686, -5.366, -2.323], [-8.103, 0.740, 1.268], [0.203, -1.599, -3.960], [-6.120, 1.475, 0.054], [-8.185, 0.456, 3.015], [-1.041, -3.873, -4.027], [5.449, -2.672, -2.826], [-2.331, -2.116, 5.178], [-3.309, 2.776, 0.660], [1.315, -3.442, -1.874], [6.171, 2.540, -2.916], [-1.754, -0.664, 4.695], [-3.094, 3.030, 1.697], [-5.958, 0.838, -1.214], [-5.556, -0.169, -1.103], [7.666, 3.050, -4.256], [-2.146, 1.966, 3.497], [-3.056, -3.974, 4.674], [3.359, -5.320, -0.852], [5.238, 5.520, -3.043], [6.344, -3.390, -3.894], [-0.850, -4.766, -3.730], [3.247, -2.389, -2.255], [-7.316, -0.699, 1.982], [2.362, -1.333, -2.200], [6.311, 4.858, -2.347], [-5.187, 0.962, 1.286], [-4.086, 0.224, 5.542], [4.701, -2.087, -2.093], [-0.739, 1.936, 4.603], [7.525, 1.332, -3.837], [-0.497, 1.996, 2.844], [-4.041, 3.477, 0.249], [-6.942, 0.786, -1.678], [3.296, -4.820, -1.727], [4.863, 1.265, -0.817], [2.676, -3.553, -1.456], [0.307, -1.060, 0.098], [-4.643, 1.135, 5.323], [7.479, 2.346, -3.443], [4.712, 2.677, -1.073], [-1.905, -2.722, -1.205], [5.697, 1.075, -0.144], [5.992, 3.451, -1.583], [-2.675, -3.093, 4.164], [2.586, -3.380, -0.378], [8.239, 2.466, -2.671], [-3.786, 1.420, 0.555], [4.829, 4.875, -3.823], [5.647, 6.417, -3.501], [-1.790, -3.431, -1.846], [4.446, 5.808, -2.352]], "atomic_forces_ev_per_a": [[-0.001, 0.173, -0.121], [-0.007, -0.012, 0.000], [0.098, 0.469, -0.109], [0.055, -0.034, -0.030], [0.249, -0.223, 0.002], [0.329, -2.748, -1.266], [-0.118, 0.214, -0.053], [-1.170, 0.097, -1.953], [-0.143, 0.445, 0.240], [-0.432, -0.200, -0.047], [0.207, -0.334, -0.043], [-0.005, -0.116, -0.025], [0.173, 0.147, 0.320], [1.811, 2.484, 1.076], [0.039, 0.040, 0.003], [0.007, -0.013, 0.037], [0.041, -0.032, 0.003], [0.016, 0.130, -0.074], [0.002, 0.373, -0.290], [0.006, 0.081, 0.033], [-0.259, 0.259, 0.011], [0.029, 0.077, -0.221], [0.094, 0.013, -0.034], [0.272, 0.013, 0.031], [-0.350, 0.181, 0.369], [0.115, 0.084, 0.055], [0.547, -0.035, 0.154], [-0.064, 0.279, 0.088], [1.649, -0.720, -2.641], [-0.026, 0.034, -0.267], [0.808, 0.182, 0.400], [-0.032, -0.227, 0.205], [-1.941, 3.710, 4.056], [0.039, 0.024, -0.024], [0.192, 0.141, -0.208], [0.036, 0.024, 0.071], [0.023, 0.030, 0.024], [-0.017, -0.117, 0.091], [0.015, 0.063, 0.113], [0.086, -0.187, -0.030], [0.050, -0.049, -0.193], [0.391, -0.079, -0.020], [-0.385, -0.244, -0.061], [0.090, -0.552, -1.847], [0.144, 0.043, -0.056], [0.346, -0.179, 1.150], [-2.564, 0.428, 1.201], [-1.700, -5.047, -3.899], [-0.132, -0.254, 0.039], [-0.623, -0.077, 0.350], [-0.058, -0.124, 0.066], [-0.031, -0.006, -0.002], [0.023, -0.140, -0.037], [0.004, -0.020, 0.008], [-0.023, 0.038, 0.051], [-0.143, -0.017, 0.143], [-0.123, -0.729, 0.164], [-0.981, 0.369, 0.826], [-0.054, -0.014, 0.856], [-0.003, -0.007, -0.043], [0.016, 0.076, -0.174], [-1.110, 2.383, -0.263], [0.347, -0.051, 0.257], [0.098, 0.235, -0.051], [3.786, -3.005, -1.126], [-0.283, -0.045, -0.052], [0.948, 0.220, 0.123], [-0.041, 0.026, 0.035], [-0.059, 2.057, 2.671], [0.010, -0.013, 0.033], [0.096, -0.027, 0.033], [-0.408, 0.022, -0.109], [-0.001, 0.015, -0.019]]}